Below is a molecular structure, C23H42N5S, with properties calculated with ωB97M-V/def2-TZVPD.

```
71
C23H42N5S (ωB97M-V/def2-TZVPD)
C 1.2286 0.8351 2.3038
C 0.6056 0.0098 1.1801
C 0.0323 -1.3277 1.6644
C 1.0682 -2.4405 1.5909
N 0.6684 -3.7025 2.2122
C 0.2344 -3.6452 3.5489
C 1.1392 -3.0989 4.5176
C 0.8424 -3.0152 5.8388
N 1.7323 -2.5150 6.8201
C 1.7199 -1.0584 7.0037
C 3.0953 -0.5593 7.4054
C -0.4376 -3.4904 6.2518
N -0.9255 -3.4921 7.5014
S -2.4045 -4.0850 7.3968
N -2.4940 -4.4536 5.8389
C -1.3355 -4.0455 5.2941
C -0.9903 -4.1099 3.9231
H 1.3412 1.8799 2.0180
H 2.2185 0.4702 2.5733
H 0.6004 0.8022 3.1920
H 1.3605 -0.1878 0.4152
H -0.2041 0.5879 0.7334
H -0.3232 -1.2149 2.6884
H -0.8291 -1.6131 1.0559
H 2.0041 -2.1109 2.0446
H 1.2941 -2.6538 0.5458
H 0.0040 -4.2042 1.6411
H 2.1146 -2.7716 4.1806
H 2.6702 -2.8095 6.5771
H 1.3981 -0.5563 6.0844
H 0.9916 -0.8043 7.7738
H 3.7391 -0.4398 6.5341
H 3.0257 0.4070 7.8993
H 3.5737 -1.2525 8.0958
H -1.6897 -4.5180 3.2080
C 0.4246 4.2685 -2.5869
C 0.0307 2.8633 -2.1373
C 0.7205 1.7545 -2.9308
C 0.4980 1.6485 -4.4312
N -0.8789 1.3241 -4.9775
C -1.7826 2.5278 -5.0260
C -1.2373 3.3899 -6.1575
C -0.5943 2.3947 -7.1496
C -0.6861 1.0352 -6.4560
C -1.5217 0.1133 -4.3241
C -2.3703 0.3156 -3.0557
C -1.7979 -0.2366 -1.7465
H 0.2273 4.4353 -3.6486
H -0.1313 5.0233 -2.0328
H 1.4866 4.4473 -2.4170
H -1.0547 2.7551 -2.1546
H 0.3120 2.7312 -1.0904
H 0.5489 0.7830 -2.4686
H 1.7995 1.9166 -2.8466
H 1.1304 0.8405 -4.7966
H 0.8138 2.5581 -4.9386
H -2.7790 2.1462 -5.2473
H -1.7953 3.0322 -4.0677
H -0.4960 4.0920 -5.7807
H -2.0312 3.9834 -6.6032
H 0.4343 2.6666 -7.3755
H -1.1288 2.3571 -8.0954
H 0.1855 0.3991 -6.5772
H -1.5688 0.4907 -6.7806
H -0.7158 -0.6039 -4.1681
H -2.1700 -0.2902 -5.0974
H -3.3138 -0.1942 -3.2505
H -2.6407 1.3616 -2.9289
H -1.2151 -1.1442 -1.9117
H -2.6051 -0.4860 -1.0595
H -1.1659 0.4842 -1.2362
```

Calculated values
* frontier orbital gap: 0.2618 hartree
* calculated total energy: -42811.9532 eV
* E_LUMO: -2.389 eV
* total charge: +1
* highest occupied orbital energy: -9.514 eV